No. 1
This record from the Open Molecules 2025 dataset describes a 2-piece molecular cluster, C3H9N2 overall. The level of theory is wB97M-V/def2-TZVPD.

XYZ file:
```
14
C3H9N2 (wB97M-V/def2-TZVPD)
H -1.83411 0.93041 -1.23616
H -0.59832 -0.31725 -1.72356
N -0.59807 -0.08494 0.34205
N 0.51450 2.09537 0.47938
C 0.40152 0.74225 -0.25660
H 0.09728 -3.02069 -0.47888
H 1.11383 1.87524 1.21872
C -0.82577 0.32797 -1.01858
C -0.26802 -2.71351 0.53367
H 1.42979 0.29235 -0.58648
H -1.27354 -2.31446 0.59413
H 0.45776 -2.92546 1.20302
H -0.30844 2.44014 1.04338
H 0.68963 2.94905 -0.11921
```

- E_LUMO (alpha / beta): -3.712 / -5.378 eV
- Gap between HOMO and LUMO (alpha / beta): 10.49 / 7.02 eV
- Largest force on an atom: 5.77 eV/Å
- Net charge: +1
- HOMO energy (alpha / beta): -14.20 / -12.39 eV
- ΔE to the lowest compared entry with this formula, charge and spin: 653.4 kJ/mol

Here are the Löwdin charges for atoms 1 to 8, given in e: atom 1 (H): 0.173, atom 2 (H): 0.045, atom 3 (N): 0.064, atom 4 (N): 0.223, atom 5 (C): -0.298, atom 6 (H): 0.037, atom 7 (H): 0.129, atom 8 (C): -0.131

---

No. 2
This record from the Open Molecules 2025 dataset describes C43H38N7O15Y as an isolated structure. The level of theory is wB97M-V/def2-TZVPD.

XYZ file:
```
104
C43H38N7O15Y (wB97M-V/def2-TZVPD)
H 0.74833 3.94992 3.96988
C -2.22706 -1.99057 -3.63285
C 4.80578 -6.34521 -3.48360
H 2.56644 -1.89143 -2.04401
H -1.11693 0.23808 -5.86471
H 3.44232 2.23486 -4.62085
H 4.61141 -0.62193 -1.65133
C -2.98075 4.23923 2.87337
H 0.10124 3.67665 -0.87403
C -2.63516 4.90370 1.72395
C -4.73338 -2.59256 4.59121
O -0.41938 -1.69400 0.54313
O 6.13118 1.43597 -1.85097
C 4.16750 0.95897 -3.05783
N -4.07983 -1.77112 -1.95311
C -3.81046 -1.73424 2.53566
C -5.89118 -0.92576 3.38680
H 0.44715 5.25142 0.89915
C -2.73212 0.61007 -4.54144
O -4.24565 -2.97255 -1.98731
N 1.20371 -1.32938 4.31589
H -0.43139 2.57319 2.38291
H -5.15588 -0.32139 1.52047
H -0.33024 -1.39244 -1.50119
H 1.25696 1.07939 -4.77636
H 3.69918 -5.12113 -0.57530
H -0.76954 -2.18141 -5.18206
C 1.91015 0.90723 4.98734
O 1.41582 -4.03177 -0.71704
O 0.44363 -4.03026 -2.61280
C -3.09403 2.82725 2.79993
C -2.57983 4.22039 0.47345
H -4.25366 0.62378 -2.94604
C 2.57230 -5.51120 -3.77827
N 2.80473 5.32093 2.70583
C 0.29502 0.73219 3.24838
H -0.26252 0.14640 2.53256
H 0.95730 -1.03667 -3.67148
H -6.67261 -1.84749 5.23858
H -2.56661 2.35803 -0.63652
C 3.64258 -5.43039 -1.60853
C 1.70801 2.27196 4.97479
H -3.15470 4.67745 3.84502
H 4.37869 3.31238 1.63189
H -2.76138 1.12635 1.54637
H 5.65163 -6.85303 -3.92300
C 1.13779 0.12058 4.17468
H -2.04066 -2.95840 -3.19132
H -1.38958 -0.41813 -0.62358
O -1.97164 4.50394 -1.87558
C -4.90308 -0.90549 2.39302
O 2.09272 6.25629 3.01805
H -2.61558 5.98208 1.77974
H 0.44012 -0.15330 -0.44423
O -4.54335 -1.03644 -1.13517
C -3.43620 0.12764 -3.44804
N -2.30549 5.03407 -0.76339
C -1.50808 -1.53845 -4.72647
H -2.90539 1.59109 -4.95854
O 5.89925 2.31360 -3.80369
H -3.01457 -1.81019 1.80959
H 5.62530 -6.11716 -1.42056
H -3.26889 2.29626 3.72398
N 1.39704 -4.35389 -1.89709
C 4.80522 -6.05921 -2.12092
C 0.85341 2.87696 4.03402
H 1.70566 1.89219 -1.35675
C 1.83414 -0.46147 -3.41322
H 3.73184 1.73396 -0.05396
H -6.72467 -0.25271 3.25005
C 0.22052 2.12102 3.11568
O 1.87287 -1.79515 5.25536
C 3.40149 3.38764 1.17823
C -3.25861 -1.16378 -3.04033
C 0.96115 3.62630 -0.22256
O 3.88240 5.18138 3.28814
C -2.67271 2.81293 0.33724
C 3.25362 1.38683 -3.97925
C 2.78676 -0.96412 -2.55190
C -3.72568 -2.60635 3.58747
C 3.68682 -6.09573 -4.26669
C 2.48545 4.41166 1.48263
O -2.88559 -4.80770 4.18040
C 1.84918 2.58553 -0.54123
O 0.56108 -2.02035 3.53173
C 3.02556 2.50610 0.21318
C -2.90864 2.19537 1.59012
H 2.56468 0.52074 5.75455
H 1.77973 -5.32206 -4.48711
H 3.69479 -6.44238 -5.28951
C 2.00559 0.72090 -4.08540
C -1.76451 -0.24588 -5.14859
Y 0.40387 -3.58546 1.68416
H -4.68904 -3.22159 5.46800
O -2.23157 6.20881 -0.63252
C 2.49007 -5.15165 -2.45126
C 3.93512 -0.22591 -2.39443
C -5.86261 -1.76201 4.52936
C -0.39076 -0.84959 -0.55793
O -1.71354 -3.42763 3.04347
N -2.74115 -3.71852 3.63560
H 2.24661 2.84234 5.71707
C 1.28300 4.58193 0.75937
N 5.50175 1.60289 -2.88973
```

- 2S+1: 2
- E_LUMO (alpha / beta): -10.013 / -12.826 eV
- Gap between HOMO and LUMO (alpha / beta): 5.51 / 2.69 eV
- Largest force on an atom: 5.83 eV/Å
- Net charge: +3
- HOMO energy (alpha / beta): -15.52 / -15.52 eV

Here are the Löwdin charges for atoms 1 to 8, given in e: atom 1 (H): 0.118, atom 2 (C): 0.107, atom 3 (C): -0.003, atom 4 (H): 0.086, atom 5 (H): 0.139, atom 6 (H): 0.134, atom 7 (H): 0.125, atom 8 (C): -0.037

---

No. 3
This record from the Open Molecules 2025 dataset describes an isolated molecule of C20H21ClN2O5. The level of theory is wB97M-V/def2-TZVPD.

XYZ file:
```
49
C20H21ClN2O5 (wB97M-V/def2-TZVPD)
H 3.02656 0.74404 2.17573
H -5.08319 -4.23877 3.73804
C -1.95779 -1.19515 2.23436
C 0.66396 1.01936 -2.85452
N -0.87913 -1.02137 3.05136
C -4.30999 -1.22208 2.22988
C -4.68289 -2.70739 2.26672
H 2.60672 3.10905 1.44938
H -5.06554 -0.62010 2.73973
C 0.43728 -0.87782 2.48411
C 1.72652 2.31642 -0.36526
C -5.93428 -2.94405 1.42700
H 1.17469 -1.38585 3.11173
H 3.54166 -0.60343 -2.10589
N 1.89950 1.00259 -0.76737
C 0.81738 0.58836 2.34666
H 0.75951 3.56028 3.85320
H -0.06871 1.66782 -2.40234
H -5.74480 -2.65318 4.14730
O -0.13780 1.34390 1.61522
C 0.52154 0.62138 -4.17012
H -0.32169 0.95680 -4.75256
O 1.49757 3.24389 -1.09110
H 0.40695 -1.35648 1.50275
C 0.94657 1.40196 3.62773
H -6.20223 -3.99738 1.44249
H -4.01205 -2.95413 4.30508
O -1.90490 -1.55760 1.08925
H -3.84944 -3.26653 1.82949
C 1.87691 2.36258 1.14219
O 2.48594 -1.02512 0.14513
H -6.77086 -2.37010 1.82064
H 3.28004 -1.32322 -4.45066
C 1.46746 -0.21979 -4.73569
H -4.20600 -0.89007 1.19189
C 2.55382 -0.66605 -3.99942
C 1.75615 0.58313 -2.11573
C -4.89381 -3.16861 3.70610
C 2.70132 -0.25908 -2.68650
Cl 1.28970 -0.71915 -6.37789
H -5.76561 -2.64715 0.39499
H 1.21649 0.98663 4.57817
C 2.14537 0.92042 1.56147
H -0.11294 3.40217 1.32790
H -1.06402 -0.55962 3.92944
O -3.09264 -0.95525 2.92281
C 0.46878 2.60689 1.78329
C 2.21499 0.13786 0.26691
C 0.72491 2.65952 3.27431
```

- SMILES: CC(C)COC(=O)NC[C@]12C=C[C@H](O1)[C@@H]1C(=O)N(c3ccc(Cl)cc3)C(=O)[C@@H]12
- E_LUMO: 0.584 eV
- Gap between HOMO and LUMO: 9.55 eV
- Largest force on an atom: 0.61 eV/Å
- HOMO energy: -8.97 eV
- ΔE to the lowest compared entry with this formula, charge and spin: 0.0 kJ/mol

Here are the Löwdin charges for atoms 1 to 8, given in e: atom 1 (H): 0.169, atom 2 (H): 0.077, atom 3 (C): -0.570, atom 4 (C): 0.009, atom 5 (N): 0.102, atom 6 (C): -0.157, atom 7 (C): -0.410, atom 8 (H): 0.167

---

No. 4
This record from the Open Molecules 2025 dataset describes C6H9Cl2F2N3O5S3 as an isolated structure. The level of theory is wB97M-V/def2-TZVPD.

XYZ file:
```
30
C6H9Cl2F2N3O5S3 (wB97M-V/def2-TZVPD)
F -1.53307 -1.51182 -2.45213
C -0.90121 2.17929 1.16545
S -0.58627 -0.30354 -2.91166
H 3.86759 -2.08035 2.21010
H 3.70997 -0.38372 2.99144
Cl 1.35187 -2.42912 0.71991
H -1.62730 2.12683 0.28934
F -0.52332 -1.43590 -6.61527
N -0.61026 3.59449 1.56170
S -0.24929 -1.72726 -5.07105
S -0.89204 -0.40158 2.19409
Cl 1.46565 0.94462 3.66537
H -0.40000 4.08392 0.68255
H -2.64057 1.37659 2.30977
N -1.27172 -0.74241 0.55543
O -3.28824 -2.09084 0.75000
O 1.15390 -2.03206 -5.09398
C 0.91489 -0.31840 2.46652
H 0.23713 3.53420 2.13580
C -1.50529 1.34988 2.41831
C -2.31988 -1.47935 0.55193
O 0.67219 -0.63975 -2.29871
H -1.19168 1.77829 3.41209
H 3.88655 -0.58182 1.18399
C 1.86553 -1.12682 1.87924
N -0.67403 -0.32632 -4.47431
O -1.14103 -2.82981 -4.83736
O -1.26213 0.82321 -2.31583
C 3.42370 -1.03497 2.11958
H 0.06837 1.68453 0.80768
```

- E_LUMO: -2.516 eV
- Gap between HOMO and LUMO: 6.51 eV
- Largest force on an atom: 3.89 eV/Å
- HOMO energy: -9.03 eV

Here are the Löwdin charges for atoms 1 to 8, given in e: atom 1 (F): -0.218, atom 2 (C): -0.309, atom 3 (S): 0.464, atom 4 (H): 0.097, atom 5 (H): 0.060, atom 6 (Cl): 0.688, atom 7 (H): 0.125, atom 8 (F): -0.193

---

No. 5
This record from the Open Molecules 2025 dataset describes C27H20F10FeN7O2S as an isolated structure. The level of theory is wB97M-V/def2-TZVPD.

XYZ file:
```
68
C27H20F10FeN7O2S (wB97M-V/def2-TZVPD)
C 2.71992 -2.50890 2.66252
C -1.04346 0.08283 3.54907
F 1.20468 3.35605 4.43062
F 0.83827 1.43053 6.32512
H 1.25609 0.75976 -2.68545
N 1.37826 -0.11492 0.42738
H 3.67178 -2.78226 3.10620
N -0.62253 -1.43776 -1.57200
N -0.56527 4.93435 -2.89719
H -4.63899 -0.71808 -0.33524
C -0.87146 1.03563 2.53261
C -3.60762 -0.84636 0.01350
H -3.39540 -1.31537 -2.28387
H 2.15075 3.48422 0.46930
H -3.53359 -0.54389 1.05462
O 3.31910 -0.05089 -1.15810
C 0.29147 1.30287 5.11468
C 1.73911 2.01336 -1.02273
C -0.09384 2.13834 2.89595
F 1.40882 -1.23881 -3.55279
C 2.25607 -4.45693 -2.17847
H -0.53941 -3.33214 2.50176
C 1.12411 1.73393 -2.23626
C 1.58334 -1.14345 1.27981
N -2.67830 -0.04009 -0.79610
H 0.81612 5.24117 -0.65550
C 1.56561 -3.22408 2.98177
F 3.25413 -3.15610 -3.86228
H -3.14448 0.33557 -2.83224
H -1.93291 2.83714 0.83132
H -0.38324 5.88887 -2.63369
F -0.70535 -3.84060 -0.22558
C -2.85810 1.40375 -0.52771
H -3.33845 -1.90102 -0.07239
C 0.40760 -2.83187 2.34865
C -1.71786 1.86878 0.37496
H -2.83817 1.96400 -1.46368
H -1.42646 -1.56966 -3.52390
C -1.33369 -0.85881 -2.69810
S 2.63738 0.75585 -0.18347
C 0.89693 4.25412 -1.09519
C 1.24606 -4.61135 -1.24594
N 2.75146 -1.48529 1.82603
H -0.10903 2.49299 -3.81455
H 1.58142 -4.05069 3.67426
C 0.46948 2.27796 4.15283
F 0.15589 3.11380 2.00462
C 0.37028 2.70584 -2.86555
O 3.37485 1.37827 0.87711
C 1.64331 3.27808 -0.46206
F 3.17604 -5.40618 -2.33683
H -0.80769 0.01809 -3.09340
F 1.17770 -5.72477 -0.51212
Fe -0.62835 -0.58244 0.14712
N -1.45402 0.78064 1.30736
C 2.29171 -3.31230 -2.95647
C 0.29339 -3.62164 -1.09752
H -0.71616 4.82379 -3.88647
C 0.31653 -2.43579 -1.83454
C 0.23948 3.97757 -2.29645
C -2.72728 -0.45712 -2.20770
N 0.41204 -1.80758 1.50110
H -0.84214 2.06372 -0.26893
C 1.33524 -2.33059 -2.78066
F -1.81785 -0.99160 3.30338
C -0.47380 0.19228 4.79926
F -0.67819 -0.75942 5.71496
H -3.83129 1.56459 -0.05676
```

- 2S+1: 6
- E_LUMO (alpha / beta): 0.270 / -1.299 eV
- Gap between HOMO and LUMO (alpha / beta): 8.22 / 6.86 eV
- Largest force on an atom: 0.40 eV/Å
- HOMO energy (alpha / beta): -7.95 / -8.16 eV

Here are the Löwdin charges for atoms 1 to 8, given in e: atom 1 (C): -0.094, atom 2 (C): -0.163, atom 3 (F): 0.127, atom 4 (F): 0.124, atom 5 (H): 0.091, atom 6 (N): -0.132, atom 7 (H): 0.117, atom 8 (N): -0.097

---

No. 6
This record from the Open Molecules 2025 dataset describes C22H19N10NiO4SSe as an isolated structure. The level of theory is wB97M-V/def2-TZVPD.

XYZ file:
```
58
C22H19N10NiO4SSe (wB97M-V/def2-TZVPD)
N 4.11482 1.10540 -0.53653
C 6.56708 1.07204 0.16513
H -0.34426 -1.27687 4.92402
C 3.85524 0.13462 -1.49700
Ni -0.04436 0.27773 -0.01853
C 5.59359 -1.02182 1.91083
O 7.86416 0.25991 2.30040
O 5.91871 0.06722 -2.46396
C 2.56397 -0.25747 -1.34023
C 2.73656 2.26545 1.22928
C -0.37384 -0.43488 4.24788
H 7.40106 -2.13029 1.59030
N -5.92698 -1.66071 0.48809
H 1.98194 1.86722 1.89997
H 2.02590 -1.00414 -1.90052
C -2.65610 -0.96168 -0.63248
H 5.15710 2.70210 0.30093
N 2.00859 0.46402 -0.32881
N -0.49784 2.26672 0.13542
O 5.75764 1.51142 2.63619
C 5.36648 1.86676 -0.36234
C -0.48466 0.85419 4.71782
Se -0.72926 5.47280 5.40407
H 5.93461 -3.10052 1.42957
C -0.52523 1.91055 3.80236
C -0.56431 3.17909 -0.82229
C -0.67366 4.96181 0.76125
C -0.66060 4.33828 3.18932
H -0.20633 -1.64979 2.46839
N -0.62946 3.72034 5.43004
N -3.84973 -1.21251 -0.74705
H -0.54248 1.07718 5.77487
C -0.54003 2.65738 1.42471
O 4.31852 -1.13049 -3.29230
H 5.46082 -1.21878 2.97547
N -0.73112 5.56234 3.65128
S 6.51822 0.52857 1.89579
H 3.64163 2.42185 1.80257
N 4.77136 -0.34538 -2.48978
C -0.46852 1.61032 2.43823
N -0.32901 0.34340 1.99949
C -0.60699 3.30352 4.18838
H -0.73563 6.00904 1.02568
N -1.48957 -0.72355 -0.64514
H 6.39818 -1.99664 0.13770
H 4.61852 -0.82696 1.46157
H 2.38882 3.22633 0.84036
H 5.64458 2.25199 -1.33968
C -0.29428 -0.64977 2.87409
H -0.57605 2.81790 -1.84314
H 6.77410 0.19690 -0.44408
C 2.95274 1.29201 0.13351
H 7.45121 1.70971 0.14118
C 6.37730 -2.12808 1.22016
C -0.63518 4.00562 1.78075
C -0.63850 4.54232 -0.54988
C -4.93917 -1.46660 -0.07920
H -0.67354 5.25058 -1.36498
```

- 2S+1: 3
- E_LUMO (alpha / beta): -4.197 / -4.197 eV
- Gap between HOMO and LUMO (alpha / beta): 7.22 / 7.27 eV
- Largest force on an atom: 0.81 eV/Å
- Net charge: +1
- HOMO energy (alpha / beta): -11.42 / -11.47 eV
- ΔE to the lowest compared entry with this formula, charge and spin: 0.0 kJ/mol

Here are the Löwdin charges for atoms 1 to 8, given in e: atom 1 (N): 0.074, atom 2 (C): -0.188, atom 3 (H): 0.123, atom 4 (C): -0.122, atom 5 (Ni): 0.685, atom 6 (C): -0.279, atom 7 (O): -0.286, atom 8 (O): 0.090